Here is a single C3H6BrO3P molecule at a distorted geometry from the Open Molecules 2025 dataset. Energies are from ωB97M-V/def2-TZVPD.

SMILES = CP(O)COC(=O)Br
spin multiplicity = 1
energy above the lowest of the compared OMol25 structures with the same formula, charge and spin = 42.1 kcal/mol
frontier orbital gap = 9.5 eV

Geometry (Å):
C1 -1.82160 0.80051 -1.00194
P1 -0.89365 1.03266 0.56502
O1 0.28288 2.09460 0.14718
C2 -0.02940 -0.64367 0.73575
O2 1.37537 -0.47504 0.51227
C3 1.99549 -1.54857 0.10881
O3 1.57571 -2.43050 -0.46974
Br1 3.86768 -1.53789 0.60899
H1 -1.25315 0.29776 -1.76703
H2 -2.69285 0.22850 -0.74674
H3 -2.09913 1.78078 -1.33286
H4 0.42434 2.69229 0.88529
H5 -0.49092 -1.30758 0.01930
H6 -0.24078 -0.98384 1.73570

Atomic forces in eV per Å
1.1 0.0 0.6
-0.9 0.0 0.8
0.2 -0.3 -0.4
-0.6 1.3 -0.8
-0.2 0.7 1.0
2.5 2.7 1.8
-2.1 -4.3 -2.6
0.0 0.4 0.1
0.2 -0.2 -0.4
-0.5 -0.3 0.0
-0.3 0.5 -0.3
0.1 0.1 0.0
0.1 -0.4 -0.2
0.4 -0.3 0.4

Which charges does Löwdin predict for the atoms? In e, they are:
1 C -0.275
2 P 0.851
3 O -0.311
4 C -0.296
5 O -0.116
6 C -1.003
7 O 0.110
8 Br 0.739
9 H 0.040
10 H 0.029
11 H 0.027
12 H 0.041
13 H 0.082
14 H 0.082

Here is 6 unconnected molecules or ions with the total composition C5H24N2O6 at a distorted geometry from the Open Molecules 2025 dataset. Energies are from ωB97M-V/def2-TZVPD.

SMILES = C[C@@H](CCO)NCN.O.O.O.O.O
spin multiplicity = 1
energy above the lowest of the compared OMol25 structures with the same formula, charge and spin = 30.6 kcal/mol
frontier orbital gap = 9.9 eV

Geometry (Å):
C1 -1.73285 1.53066 1.90830
C2 -1.15250 0.22289 1.37822
C3 -2.10334 -0.39002 0.33106
C4 -2.24189 -1.92918 0.32946
O1 -1.48899 -2.59175 -0.68146
N1 0.17260 0.42626 0.77735
C5 1.21809 0.88448 1.67936
N2 2.49231 0.26867 1.32541
H1 -1.09219 2.00656 2.62711
H2 -1.91225 2.21638 1.10576
H3 -2.69939 1.33462 2.37056
H4 -1.04709 -0.47319 2.19617
H5 -3.09270 0.03474 0.47227
H6 -1.77628 -0.09928 -0.65393
H7 -3.27039 -2.19199 0.11804
H8 -1.98464 -2.33645 1.30302
H9 -0.54566 -2.63121 -0.43911
H10 0.09430 1.01534 -0.02663
H11 1.36648 1.94727 1.59078
H12 0.92967 0.67173 2.70537
H13 3.28548 0.74983 1.68882
H14 2.55623 -0.72387 1.59245
O2 2.76599 0.20586 -0.87527
H15 2.65768 -0.18178 0.00449
H16 2.57020 1.14302 -0.76194
O3 1.10810 -2.39665 -0.07744
H17 0.93455 -1.46672 0.18891
H18 1.70045 -2.31764 -0.81905
O4 0.71644 0.49835 -2.75339
H19 0.95311 0.32114 -3.65760
H20 1.44278 0.15284 -2.15928
O5 -1.51536 -1.34995 -3.11714
H21 -1.54772 -1.87998 -2.30057
H22 -0.77605 -0.72112 -2.89751
O6 1.03800 2.61645 -1.12690
H23 0.76406 1.97868 -1.78797
H24 1.21276 3.45500 -1.55773

Atomic forces in eV per Å
-0.4 -0.7 0.2
-0.2 0.5 -0.7
0.1 -0.5 0.5
0.3 0.3 -0.4
-0.2 0.0 0.3
0.3 -1.3 0.7
-0.2 -0.2 -0.3
-0.7 -1.4 3.7
0.3 0.2 0.4
0.0 0.5 -0.6
0.0 0.0 0.2
0.2 -0.3 0.4
-0.2 0.1 0.0
0.0 0.2 -0.5
-0.3 0.0 0.0
0.0 -0.1 0.3
-0.1 0.0 0.0
0.0 0.4 -0.3
0.1 0.6 0.0
-0.2 -0.1 0.2
0.5 0.3 0.3
-0.2 0.6 0.6
0.4 -0.3 -5.0
0.0 0.7 -0.1
0.0 0.0 0.1
0.0 0.4 0.8
-0.2 0.0 -0.1
0.4 0.0 -0.6
0.2 -0.2 1.1
0.3 -0.1 -0.5
-0.2 0.1 -0.5
1.1 0.9 0.3
-0.2 -0.1 -0.1
-1.0 -0.7 -0.4
0.3 0.5 1.1
-0.2 -0.2 -1.0
-0.1 0.0 -0.2

Which charges does Löwdin predict for the atoms? In e, they are:
1 C -0.052
2 C -0.383
3 C -0.115
4 C -0.213
5 O -0.105
6 N -0.021
7 C -0.242
8 N -0.001
9 H 0.064
10 H 0.079
11 H 0.083
12 H 0.131
13 H 0.110
14 H 0.105
15 H 0.113
16 H 0.113
17 H 0.033
18 H 0.073
19 H 0.116
20 H 0.120
21 H 0.105
22 H 0.119
23 O -0.103
24 H -0.092
25 H 0.021
26 O -0.037
27 H 0.023
28 H 0.055
29 O -0.070
30 H 0.068
31 H 0.042
32 O -0.106
33 H -0.018
34 H -0.004
35 O -0.053
36 H -0.014
37 H 0.058

Here is a molecular structure, C6H15N3 at a distorted geometry from the Open Molecules 2025 dataset. Energies are from ωB97M-V/def2-TZVPD.

spin multiplicity = 1
energy above the lowest of the compared OMol25 structures with the same formula, charge and spin = 106.5 kcal/mol
frontier orbital gap (spin up / spin down) = 7.4 / 7.5 eV

Geometry (Å):
C1 -1.75968 1.70212 -0.14779
N1 -1.07926 0.75758 -1.01584
C2 0.38772 0.81990 -1.28480
N2 1.06201 1.94059 -1.16782
H1 -1.64623 0.44206 -1.79912
H2 0.77353 2.44939 -0.33149
H3 0.55190 0.29035 -2.23154
H4 -1.94833 2.65077 -0.65467
H5 -1.16189 1.90032 0.74126
H6 -2.71109 1.27387 0.17624
C3 -1.36646 -1.28922 1.07669
C4 1.28334 -0.13374 1.28330
C5 1.78120 -1.57376 -0.74046
C6 0.75358 -0.71781 -0.01617
N3 -0.52275 -1.21316 -0.09312
H7 -1.11280 -2.20853 1.61721
H8 -2.40968 -1.37630 0.76496
H9 -1.27236 -0.44889 1.77188
H10 0.63685 0.65794 1.66582
H11 1.38084 -0.89917 2.05760
H12 2.25900 0.31901 1.09509
H13 2.11954 -2.40488 -0.11534
H14 2.64622 -0.95463 -0.99416
H15 1.35481 -1.98383 -1.65775

Atomic forces in eV per Å
0.4 0.0 -0.6
-0.1 0.7 0.1
-2.6 2.9 -2.2
0.3 -2.3 1.0
0.6 0.3 0.1
-0.4 0.3 -0.2
0.4 -0.3 0.6
-0.1 0.3 0.2
0.0 0.0 0.1
0.1 0.0 0.0
-0.1 0.8 -0.3
-0.1 0.4 -0.4
-0.1 0.8 -0.7
-1.9 -3.3 1.9
3.6 -0.5 0.3
0.1 0.0 -0.1
0.1 0.0 0.0
0.0 0.0 0.1
0.0 0.0 0.1
0.0 0.0 0.0
0.0 -0.1 0.1
-0.1 0.1 0.1
0.1 -0.1 -0.1
0.0 0.0 0.1

Which charges does Löwdin predict for the atoms? In e, they are:
1 C -0.125
2 N -0.118
3 C -0.337
4 N 0.125
5 H 0.121
6 H 0.035
7 H 0.124
8 H 0.072
9 H 0.065
10 H 0.078
11 C -0.132
12 C -0.064
13 C -0.063
14 C -0.498
15 N 0.023
16 H 0.093
17 H 0.075
18 H 0.067
19 H 0.060
20 H 0.085
21 H 0.080
22 H 0.081
23 H 0.078
24 H 0.077

Computed total energy (Eh) in order:
-3258.99652; -765.82951; -401.71760